Molecular formula: C25H44Cl3N4O3SeSiSm
Method: DFT, ωB97M-V/def2-TZVPD

As for the expectation value of S²: 8.76. The value obtained for the gap between HOMO and LUMO (spin up / spin down) is 7.6430 / 7.7861 eV. The HOMO energy (spin up / spin down) comes out at -7.382 / -7.384 eV. The net charge is 0. For the LUMO energy (spin up / spin down), the calculation gives 0.010 / 0.015 Ha. The multiplicity is 6.

Atoms and positions in Å:
Sm 0.5026 1.4771 1.3338
Se 4.0938 2.4962 1.9403
Cl 0.0780 4.0237 0.3109
Cl 0.6937 2.0650 3.8405
Cl -2.0761 1.1712 1.2213
Si -0.8427 -2.1374 -0.8792
O 1.8514 -0.3721 2.0329
O 1.9639 1.6557 -0.6277
O -2.3612 -1.4396 -1.0038
N 1.7505 3.1343 -2.3697
N 4.2215 5.1276 3.0506
N 5.7631 4.8149 1.5747
N 1.9033 -2.4112 3.0364
C -0.3662 -2.9555 -2.4625
C 2.8085 -2.9088 1.9879
C 3.1181 4.8897 3.9392
C -0.8265 -3.3360 0.5732
C 1.2764 -3.3467 3.9784
C 5.9455 6.0874 2.0793
C 1.5475 -1.1324 3.0027
C -4.6060 0.4263 -1.5231
C 6.6370 4.1966 0.6112
C -4.8008 -5.4065 0.0256
C -6.2661 -0.9118 -3.6123
C -4.3536 -6.1065 -1.0929
C 4.9769 6.2817 3.0118
C -3.5341 -4.0470 -2.0668
C 1.7492 4.5543 -2.7163
C 0.6407 2.3489 -2.9221
C -4.5998 -1.0545 -1.7523
C 0.2289 -0.7039 -0.5173
C 4.6862 4.1974 2.1670
C -3.9200 -3.3697 -0.9122
C -3.7298 -5.4365 -2.1439
C -4.5644 -4.0329 0.1279
C 2.3105 2.7075 -1.2320
C -5.3778 -1.6473 -2.6736
C -3.7111 -1.8663 -0.8068
H 0.9790 -2.7855 4.8767
H 6.5089 4.6687 -0.3787
H -4.0194 -1.5241 0.1922
H -5.4642 0.7145 -0.8862
H -1.0388 -2.8073 1.5119
H -4.5215 -7.1809 -1.1759
H 0.9516 -0.7563 3.8579
H -3.3853 -5.9577 -3.0431
H 0.1349 -3.8552 0.6803
H 1.2634 -0.9551 -0.2391
H -0.5681 -2.3006 -3.3215
H 2.2747 -3.1015 1.0395
H 1.5439 4.6424 -3.7918
H -5.3312 -5.9073 0.8235
H -5.7843 -0.0503 -4.0915
H 3.1909 5.6205 4.7462
H -6.5798 -1.6100 -4.3945
H -7.1766 -0.5511 -3.1127
H -4.8862 -3.4340 0.9836
H -0.3920 -0.3550 0.3572
H 7.6803 4.3171 0.9399
H 0.9493 1.3081 -3.0604
H -0.9022 -3.9000 -2.6338
H 3.2528 -3.8426 2.3365
H 3.6014 -2.1602 1.8181
H -0.2337 2.3852 -2.2406
H 2.1589 4.9762 3.4175
H -3.1117 -3.4819 -2.9102
H 6.7573 6.7086 1.7247
H 0.7115 -3.1826 -2.4622
H -4.7174 0.9491 -2.4847
H 0.3755 2.7901 -3.8834
H 0.3863 -3.8252 3.5388
H -1.5990 -4.1044 0.4540
H 0.9735 5.0900 -2.1558
H -5.4363 -2.7324 -2.7460
H 2.7230 5.0085 -2.4958
H 3.1898 3.8649 4.3363
H 4.7622 7.1142 3.6493
H 1.9988 -4.1238 4.2472
H 3.0632 3.3676 -0.7665
H -3.6804 0.7443 -1.0193
H 0.2156 0.0502 -1.3282
H 6.3698 3.1320 0.5594

Atomic partial charges in e from the Löwdin method, atoms 1 to 4: number 1, Sm, carries 0.9022; number 2, Se, carries 0.6643; number 3, Cl, carries -0.1951; number 4, Cl, carries -0.1953

=====

Molecular formula: C18H58F6N2O10P
Method: DFT, ωB97M-V/def2-TZVPD

The value obtained for the gap between HOMO and LUMO is 9.1504 eV. The HOMO energy comes out at -7.136 eV. The net charge is -1. For the LUMO energy, the calculation gives 0.074 Ha.

Atoms and positions in Å:
P -1.1879 -0.3974 -0.7084
F 0.3261 -0.9994 -0.5610
F -0.6953 0.9245 -1.4939
F -2.7338 0.0584 -0.8328
F -1.5927 -1.7829 0.0884
F -1.1436 0.3816 0.7174
F -1.3478 -1.1829 -2.1073
O -4.6045 -3.1204 -3.1097
O -2.2396 -3.9610 -1.7204
O 4.6547 -2.1695 -2.6752
O 3.7466 4.8831 -1.8482
O -2.9965 2.0385 -6.2587
O -4.7324 1.4489 1.0416
O -0.8831 2.9768 1.9617
O 2.8743 -0.0730 2.9267
O -3.0829 -0.5601 5.1428
O 0.7529 -3.6324 -0.9531
N 0.3039 3.5534 -1.6946
N 0.5387 2.2707 4.5572
C 1.8148 1.5907 4.3206
C 1.2128 -5.7606 -0.0519
C -1.7998 1.6696 -4.1949
C -1.9415 1.2676 -5.6592
C -1.3265 -1.5345 3.7792
C 4.2827 -3.5223 -0.7674
C 2.5599 4.2106 -2.2580
C 3.9126 -2.2127 -1.4517
C -2.7998 -1.4718 4.0987
C 2.1262 3.0933 -0.0582
C 1.6318 0.5428 3.2411
C 2.7822 -0.8336 1.7438
C 0.8189 -4.3346 0.2893
C 1.5644 4.0298 -1.1243
C 3.5650 6.1631 -1.2750
C 2.3596 1.1127 5.6521
C -5.6006 -1.5451 -1.5610
C -4.9000 -1.7489 -2.8888
H 4.5125 6.6939 -1.2483
H -1.4982 2.7428 2.6643
H 2.5861 2.2636 3.9280
H 2.5962 1.9074 6.3619
H -0.1303 -4.3210 0.8333
H 5.2938 -3.5632 -0.3584
H -0.4201 3.5241 -0.9808
H 0.3196 -6.2425 -0.4569
H 2.1764 4.6915 -3.1613
H 1.5307 -3.7680 0.8977
H 1.8443 -5.6763 -0.9409
H 3.7287 -1.2840 1.4630
H -3.7749 0.0477 4.8871
H -1.3640 2.6640 -4.1247
H 3.2982 0.5552 5.5961
H 2.5473 -0.1741 0.8958
H -6.5932 -2.0071 -1.5937
H 2.3822 2.1069 -0.4509
H 1.4763 2.9755 0.8114
H -4.8752 1.5173 1.9908
H -4.0209 0.8017 0.9431
H 1.3253 5.0024 -0.6848
H -2.7120 1.5606 -3.6145
H 1.7021 -6.3672 0.7033
H -0.6727 -1.5603 4.6548
H -3.2509 -2.4539 4.2969
H -1.0102 -0.5562 3.3896
H 4.1056 -4.3873 -1.4046
H -1.0159 -2.2177 2.9918
H 3.6686 -3.7282 0.1164
H -5.4985 -1.3733 -3.7200
H -0.1216 1.5932 4.9261
H -3.0836 1.7079 -7.1590
H -5.0687 -1.9844 -0.7182
H 3.1894 6.0839 -0.2520
H -5.7974 -0.4814 -1.3973
H 1.9150 -1.4968 1.7988
H -2.3739 -3.3325 -0.9993
H 0.1622 2.5973 3.6703
H 2.9084 3.2060 -2.5171
H -1.0471 2.3190 1.2693
H 0.3965 2.5620 -1.8883
H 1.6412 0.4586 6.1603
H 4.0855 -1.6976 -3.2918
H -3.3753 -1.2057 3.2009
H 2.8338 -2.1578 -1.6240
H 1.2880 1.0534 2.3377
H -1.0924 0.9454 -3.7890
H -3.8356 -3.3428 -2.5561
H 0.4846 -2.7145 -0.7415
H 2.8408 6.7018 -1.8944
H 4.0578 -1.3344 -0.8132
H -0.9895 1.3664 -6.1903
H 0.9597 -0.2454 3.6066
H -1.2932 -3.8921 -1.9181
H -3.9650 -1.1757 -2.8747
H -2.2355 0.2135 -5.7269
H 3.0393 3.5053 0.3885

Atomic partial charges in e from the Löwdin method, atoms 1 to 4: number 1, P, carries 0.2253; number 2, F, carries -0.1667; number 3, F, carries -0.1501; number 4, F, carries -0.1452

=====

> Among the records above, which one has the highest net charge?

C25H44Cl3N4O3SeSiSm